Formula: C3H7NO2
Source: OMol25
Level of theory: wB97M-V/def2-TZVPD

Summary:
Kohn-Sham gap (eV): 9.63
Relative energy (zero: lowest compared OMol25 entry of this formula, charge and spin) (kcal per mole): 214.5
E (eV): -8801.229
Largest force on an atom (eV Å⁻¹): 4.9

Geometry (Å):
1 C 0.289 0.079 1.449
2 C -0.189 0.090 0.048
3 C 0.476 1.057 -0.955
4 H -1.001 -0.472 2.380
5 H 0.639 1.683 1.659
6 H 1.503 -0.859 1.424
7 H 0.103 0.724 -1.972
8 H 0.117 2.054 -0.705
9 H 2.238 1.443 -0.104
10 H -2.197 -2.189 0.028
11 N -1.060 -0.686 -0.430
12 O 1.930 0.980 -0.894
13 O -1.610 -1.597 0.525


Formula: C22H32Br4MnN6O3S
Source: OMol25
Level of theory: wB97M-V/def2-TZVPD

Summary:
Kohn-Sham gap (spin up / spin down) (eV): 6.66 / 7.91
Relative energy (zero: lowest compared OMol25 entry of this formula, charge and spin) (kcal per mole): 0.0
E (eV): -360738.830
Spin multiplicity: 5
Largest force on an atom (eV Å⁻¹): 0.2
Total charge: +1
<S²>: 6.0424

Geometry (Å):
1 Mn 0.622 -0.063 0.062
2 Br 3.160 -5.885 2.525
3 C 2.406 -4.166 2.380
4 C 1.657 -3.634 3.426
5 Br 1.373 -4.608 5.012
6 C 1.080 -2.367 3.282
7 Br 0.119 -1.523 4.672
8 C 1.214 -1.672 2.097
9 O 0.628 -0.482 1.863
10 C 1.984 -2.192 1.039
11 O 2.042 -1.458 -0.062
12 C 2.587 -3.433 1.200
13 Br 3.598 -4.074 -0.252
14 C -0.859 2.545 -3.552
15 N 0.537 2.128 -3.537
16 C 1.580 2.955 -4.150
17 C 2.752 2.825 -3.173
18 N 2.368 1.665 -2.380
19 C 3.340 0.919 -1.612
20 C 1.069 1.370 -2.543
21 N 0.418 0.458 -1.849
22 C -0.747 -0.206 -2.468
23 C -0.837 -1.576 -1.830
24 N -0.907 -1.320 -0.385
25 C -1.286 -2.292 0.444
26 N -1.902 -2.031 1.609
27 C -2.485 -0.764 1.975
28 C -2.262 -3.254 2.312
29 C -1.600 -4.344 1.462
30 N -1.146 -3.620 0.271
31 C -0.151 -4.248 -0.588
32 H -0.914 3.551 -3.964
33 H -1.261 2.566 -2.539
34 H -1.479 1.896 -4.169
35 H 1.234 3.982 -4.253
36 H 1.838 2.578 -5.141
37 H 2.880 3.708 -2.540
38 H 3.694 2.632 -3.684
39 H 4.259 0.833 -2.193
40 H 2.972 -0.082 -1.396
41 H 3.572 1.419 -0.669
42 H -0.609 -0.289 -3.548
43 H -1.672 0.340 -2.271
44 H 0.048 -2.143 -2.126
45 H -1.728 -2.108 -2.172
46 H -2.346 -0.062 1.157
47 H -2.013 -0.371 2.876
48 H -3.555 -0.891 2.159
49 H -3.350 -3.354 2.339
50 H -1.893 -3.242 3.337
51 H -2.286 -5.146 1.194
52 H -0.736 -4.781 1.969
53 H 0.280 -5.094 -0.051
54 H 0.661 -3.560 -0.806
55 H -0.590 -4.613 -1.517
56 O 1.085 1.834 0.560
57 S 1.864 2.041 1.888
58 C 2.244 3.819 1.795
59 C 1.254 4.576 2.691
60 C 0.030 3.681 2.865
61 C 0.593 2.295 3.139
62 H 2.124 4.046 0.736
63 H 3.287 3.962 2.073
64 H 1.005 5.541 2.254
65 H 1.712 4.765 3.663
66 H -0.570 3.662 1.953
67 H -0.610 4.013 3.682
68 H -0.090 1.451 3.068
69 H 1.114 2.243 4.099


Formula: C3H5NO2
Source: OMol25
Level of theory: wB97M-V/def2-TZVPD

Summary:
Kohn-Sham gap (spin up / spin down) (eV): 8.40 / 8.31
Relative energy (zero: lowest compared OMol25 entry of this formula, charge and spin) (kcal per mole): 97.0
E (eV): -8773.490
Largest force on an atom (eV Å⁻¹): 6.6

Geometry (Å):
1 C -0.395 -0.331 -1.239
2 C -0.540 -1.350 -2.269
3 C 0.024 0.474 0.955
4 N -0.282 -0.679 0.138
5 O 0.009 -1.828 0.530
6 O -0.636 -1.037 -3.453
7 H -0.377 0.781 -1.283
8 H -0.316 -2.401 -1.839
9 H 1.083 0.735 0.743
10 H -0.111 -0.004 1.941
11 H -0.610 1.287 0.733


Formula: C5H16N2O
Source: OMol25
Level of theory: wB97M-V/def2-TZVPD

Summary:
SMILES: CCC[C@@H](N)CN.O
Kohn-Sham gap (eV): 9.88
Relative energy (zero: lowest compared OMol25 entry of this formula, charge and spin) (kcal per mole): 20.1
E (eV): -10471.652
Largest force on an atom (eV Å⁻¹): 2.0

Geometry (Å):
1 N -0.697 -1.105 -2.333
2 C 0.051 -0.480 -1.184
3 C -0.488 0.918 -0.899
4 C -1.840 0.962 -0.193
5 C -2.180 2.377 0.336
6 C 1.503 -0.489 -1.656
7 N 2.173 -1.780 -1.353
8 H -1.050 -2.017 -2.085
9 H -1.443 -0.500 -2.643
10 H -0.125 -1.089 -0.295
11 H 0.230 1.359 -0.193
12 H -0.325 1.500 -1.812
13 H -1.857 0.270 0.645
14 H -2.570 0.715 -0.956
15 H -1.288 2.934 0.606
16 H -2.809 2.922 -0.362
17 H -2.764 2.237 1.249
18 H 1.489 -0.350 -2.713
19 H 2.125 0.260 -1.186
20 H 1.717 -2.187 -0.549
21 H 2.020 -2.351 -2.130
22 H 2.178 -0.967 6.957
23 H 3.084 -2.036 6.435
24 O 2.866 -1.105 6.311


Formula: C3F4O2
Source: OMol25
Level of theory: wB97M-V/def2-TZVPD

Summary:
SMILES: FC(F)=C(F)F.O=C=O
Kohn-Sham gap (eV): 10.43
Relative energy (zero: lowest compared OMol25 entry of this formula, charge and spin) (kcal per mole): 0.3
E (eV): -18075.071
Largest force on an atom (eV Å⁻¹): 1.8

Geometry (Å):
1 C 2.637 -0.035 -0.038
2 C -1.362 0.675 0.098
3 C -1.549 -0.632 -0.054
4 O 2.247 1.017 -0.260
5 O 3.013 -1.093 0.175
6 F -1.240 1.264 1.272
7 F -1.304 1.534 -0.900
8 F -1.595 -1.494 0.946
9 F -1.674 -1.227 -1.228


Formula: C3H3NO2
Source: OMol25
Level of theory: wB97M-V/def2-TZVPD

Summary:
Kohn-Sham gap (eV): 9.69
Relative energy (zero: lowest compared OMol25 entry of this formula, charge and spin) (kcal per mole): 64.2
E (eV): -8742.349
Largest force on an atom (eV Å⁻¹): 11.2

Geometry (Å):
1 C -1.205 -0.280 -0.160
2 C 0.909 0.428 0.035
3 C 0.930 -0.840 -0.103
4 H -0.810 1.748 0.395
5 H 1.676 1.230 0.148
6 H 1.768 -1.444 0.062
7 N -0.434 0.736 -0.327
8 O -2.407 -0.221 0.029
9 O -0.427 -1.357 -0.080